{
  "formula": "C46H48AsN3OY",
  "method": "ωB97M-V/def2-TZVPD",
  "orbital_gap_ev": [3.9196, 3.2889],
  "max_force_ha_per_bohr": 0.05431,
  "de_lowest_kj_mol": 99.3,
  "homo_energy_ha": [-0.04932, -0.02375],
  "total_charge": -1,
  "energy_ha": -4295.20419,
  "spin_multiplicity": 1,
  "elements": ["Y", "N", "N", "C", "C", "C", "C", "H", "H", "H", "C", "C", "H", "H", "H", "C", "C", "H", "H", "H", "C", "H", "H", "H", "C", "H", "H", "H", "C", "H", "C", "H", "C", "H", "C", "H", "C", "C", "H", "C", "C", "H", "C", "H", "N", "C", "C", "C", "H", "C", "C", "H", "H", "H", "C", "H", "C", "C", "H", "H", "H", "C", "H", "H", "H", "O", "As", "C", "C", "C", "C", "C", "C", "C", "C", "C", "C", "C", "C", "C", "C", "C", "C", "C", "C", "H", "H", "H", "H", "H", "H", "H", "H", "H", "H", "H", "H", "H", "H", "H"],
  "coordinates": [[0.094103, -0.433745, -0.261997], [0.111615, -2.613644, 0.299574], [1.115432, -3.035668, -2.405030], [2.481773, 1.184949, -1.357304], [3.182239, -0.015479, -1.078986], [2.911625, -0.386428, 0.262980], [3.455807, -1.542998, 1.011096], [4.231989, -2.059385, 0.437671], [2.676919, -2.280013, 1.249142], [3.894275, -1.218490, 1.965300], [2.113707, 0.643577, 0.855852], [1.844831, 0.779285, 2.306544], [2.760215, 1.071272, 2.851095], [1.510962, -0.169243, 2.752992], [1.081198, 1.542839, 2.509737], [1.790281, 1.589550, -0.177531], [0.955041, 2.806226, -0.017068], [0.007613, 2.594806, 0.501346], [0.706533, 3.253516, -0.989656], [1.468722, 3.575817, 0.580888], [4.080356, -0.726883, -2.019364], [4.992664, -1.088233, -1.520141], [4.389088, -0.073230, -2.845650], [3.584588, -1.603445, -2.460970], [2.514645, 1.917955, -2.640476], [1.740614, 1.526076, -3.316127], [3.476687, 1.792003, -3.157058], [2.324225, 2.990328, -2.510779], [-0.846028, -2.695830, 1.277248], [-1.284589, -1.755764, 1.647474], [-1.317385, -3.906872, 1.765177], [-2.086845, -3.866544, 2.542469], [-0.814998, -5.118748, 1.261698], [-1.214016, -6.079790, 1.605158], [0.188369, -5.057827, 0.312770], [0.635844, -5.940347, -0.145978], [0.629939, -3.800837, -0.184291], [1.463575, -3.809149, -1.325310], [1.953206, -4.735520, -1.614716], [0.611551, -1.717565, -2.431548], [1.214867, -3.588942, -3.686794], [1.599398, -4.578813, -3.840932], [0.767071, -2.664743, -4.531077], [0.635949, -2.701633, -5.599192], [0.563975, -1.486270, -3.802408], [0.575593, -0.236025, -4.482913], [1.623618, 0.007673, -5.409147], [1.580009, 1.156654, -6.199202], [2.389033, 1.332602, -6.907430], [0.537465, 2.070405, -6.111070], [0.474249, 3.257279, -7.025484], [0.442146, 4.198446, -6.462062], [-0.420206, 3.227801, -7.662299], [1.350337, 3.294112, -7.680855], [-0.440577, 1.858979, -5.136128], [-1.237481, 2.594483, -5.023329], [-0.448905, 0.718142, -4.317734], [-1.544582, 0.499781, -3.322041], [-2.080766, -0.448404, -3.481145], [-2.277547, 1.312056, -3.425607], [-1.177963, 0.541475, -2.264783], [2.845308, -0.848764, -5.553652], [2.642914, -1.919618, -5.664927], [3.563806, -0.712462, -4.727765], [3.358420, -0.536977, -6.475390], [-1.096893, 0.299142, 1.361170], [-1.831513, 0.632055, 2.955726], [-1.512558, 2.497433, 3.289166], [-1.156968, 2.957121, 4.566588], [-0.916926, 4.323348, 4.765074], [-0.996623, 5.219257, 3.694765], [-1.415181, 4.763976, 2.441051], [-1.710515, 3.411056, 2.240477], [-3.726522, 0.353865, 2.804580], [-4.519693, 0.244219, 3.962201], [-5.908307, 0.104493, 3.843671], [-6.507165, 0.082522, 2.579613], [-5.718591, 0.210792, 1.433657], [-4.331411, 0.355942, 1.540434], [-1.077581, -0.491557, 4.357563], [0.130080, -0.132061, 4.975329], [0.705264, -0.967840, 5.939053], [0.045138, -2.122201, 6.361912], [-1.167277, -2.470529, 5.767001], [-1.726869, -1.670086, 4.763335], [-1.040816, 2.256371, 5.395601], [-0.640795, 4.678665, 5.758277], [-0.720364, 6.267711, 3.838682], [-1.495581, 5.457835, 1.604659], [-2.061741, 3.062460, 1.266186], [-4.056332, 0.255408, 4.950882], [-6.519968, 0.002514, 4.741449], [-7.586809, -0.041067, 2.494011], [-6.181919, 0.191032, 0.446981], [-3.716745, 0.456659, 0.645504], [0.650581, 0.783403, 4.686238], [1.690950, -0.720497, 6.331168], [0.489203, -2.760623, 7.127247], [-1.669665, -3.393214, 6.054745], [-2.652391, -1.981362, 4.273136]],
  "atomic_forces_ev_per_a": [[1.4, 0.7, -0.7], [-0.6, -1.0, 0.5], [-0.4, 2.4, -1.4], [-0.3, -0.5, 1.0], [-0.7, 0.3, 0.7], [-0.4, 1.1, -0.2], [0.3, -0.5, 0.4], [-0.1, 0.0, 0.1], [0.2, 0.0, 0.0], [0.0, -0.1, -0.1], [0.1, 0.1, -1.2], [0.0, 0.0, 0.6], [-0.2, 0.0, -0.1], [0.0, 0.3, -0.1], [0.2, -0.2, 0.0], [0.8, -0.8, 0.2], [-0.2, 0.7, 0.2], [0.2, 0.0, -0.2], [0.0, -0.1, 0.2], [-0.1, 0.0, -0.1], [0.2, -0.5, -0.3], [-0.2, 0.1, -0.1], [0.0, -0.1, 0.2], [0.1, 0.0, 0.0], [-0.4, 0.2, -0.8], [0.3, 0.4, 0.0], [-0.2, 0.1, 0.1], [0.1, -0.1, 0.0], [-0.4, -1.5, 0.1], [0.5, -0.6, -0.3], [-0.4, 1.3, 0.4], [0.3, -0.2, -0.3], [1.0, -0.3, -0.6], [0.2, 0.4, -0.2], [-0.4, -0.3, 1.2], [-0.3, 0.1, 0.2], [0.6, 0.2, -1.1], [-0.5, -0.9, 2.1], [-0.4, 0.0, 0.1], [1.6, -1.6, -0.6], [-0.3, 0.2, 1.1], [-0.2, -0.2, 0.0], [0.3, 1.1, -0.5], [0.1, 0.1, 0.0], [-0.8, -0.8, -0.2], [0.1, 0.5, -0.7], [-0.5, 0.2, 0.4], [-0.2, -0.2, 0.1], [-0.1, 0.0, 0.1], [-0.2, -0.1, 0.5], [0.0, 0.3, -0.1], [0.0, -0.2, -0.1], [0.2, 0.0, 0.1], [-0.1, 0.0, 0.1], [0.3, -0.2, 0.0], [0.1, -0.2, 0.0], [0.0, -0.3, -0.4], [-0.4, 0.5, -0.7], [0.4, 0.2, 0.3], [0.1, -0.2, 0.1], [-0.2, -0.2, -0.2], [0.7, -0.3, -0.4], [0.1, 0.4, 0.2], [-0.4, -0.1, -0.2], [0.0, -0.1, 0.3], [-1.3, 0.9, 1.2], [1.5, -1.3, 0.3], [0.0, 0.0, 0.0], [0.1, 0.5, -0.1], [0.0, -0.5, -0.1], [0.0, 0.0, -0.1], [-0.1, -0.2, 0.1], [0.1, 0.3, 0.2], [-0.3, -0.1, 0.0], [-0.3, -0.1, -0.3], [0.4, 0.0, -0.1], [0.2, 0.0, 0.0], [0.1, 0.1, 0.2], [-0.2, 0.0, 0.2], [-1.5, 1.7, -0.9], [1.2, -0.1, 0.7], [-0.3, 0.7, -0.7], [0.4, -0.3, 0.4], [-0.7, 0.4, -0.9], [0.0, -1.2, 0.5], [-0.1, 0.2, -0.3], [0.0, -0.1, -0.3], [-0.2, -0.3, -0.1], [0.0, -0.1, 0.2], [0.2, 0.1, 0.3], [-0.1, 0.0, -0.3], [0.2, 0.0, -0.2], [0.3, 0.0, 0.0], [0.1, 0.0, 0.2], [-0.1, -0.1, 0.2], [-0.1, -0.4, 0.1], [-0.3, 0.0, 0.1], [-0.1, 0.1, -0.2], [0.0, 0.2, 0.0], [0.2, 0.1, 0.2]]
}

---

{
  "formula": "C46H48ClN6O7STeZr",
  "method": "ωB97M-V/def2-TZVPD",
  "orbital_gap_ev": 4.7121,
  "max_force_ha_per_bohr": 0.02756,
  "de_lowest_kj_mol": 45.1,
  "homo_energy_ha": -0.34086,
  "total_charge": 1,
  "energy_ha": -3810.25343,
  "spin_multiplicity": 1,
  "elements": ["Zr", "C", "N", "C", "C", "C", "N", "C", "C", "H", "H", "H", "H", "H", "H", "H", "H", "H", "H", "H", "H", "H", "H", "H", "H", "C", "C", "C", "C", "C", "O", "C", "C", "C", "C", "C", "C", "C", "O", "C", "C", "C", "N", "C", "C", "Te", "C", "C", "C", "C", "C", "C", "C", "C", "C", "C", "C", "C", "H", "H", "H", "H", "H", "H", "H", "H", "H", "H", "H", "H", "H", "H", "H", "H", "H", "H", "H", "H", "H", "H", "H", "H", "O", "S", "O", "O", "C", "N", "C", "C", "C", "N", "C", "C", "C", "N", "C", "C", "H", "H", "H", "H", "H", "H", "Cl", "C", "C", "O", "O", "H", "H"],
  "coordinates": [[-0.326310, 0.611070, -0.992967], [-4.006731, 1.775453, -0.933372], [-2.918559, 1.429893, -1.869863], [-2.885102, 2.544525, -2.847741], [-3.341003, 0.191694, -2.564543], [-2.260212, -0.374465, -3.447767], [-1.113294, -0.907203, -2.666034], [0.007241, -1.178410, -3.618178], [-1.502195, -2.234536, -2.091124], [-4.915593, 2.018960, -1.491715], [-3.729742, 2.647799, -0.340295], [-4.231093, 0.940417, -0.280368], [-3.851978, 2.611282, -3.355098], [-2.105282, 2.419152, -3.584039], [-2.704636, 3.480894, -2.321407], [-4.223093, 0.396153, -3.179820], [-3.641892, -0.536635, -1.810997], [-1.882714, 0.388717, -4.124854], [-2.674067, -1.177787, -4.060992], [-0.253584, -2.008740, -4.276527], [0.911899, -1.444314, -3.079716], [0.203395, -0.306557, -4.237238], [-1.785469, -2.904411, -2.903774], [-2.345301, -2.138599, -1.412701], [-0.658239, -2.668322, -1.562791], [6.289465, -0.060679, 0.936619], [4.832847, -0.271139, 0.614352], [4.404019, -1.343444, -0.162307], [3.064164, -1.544917, -0.451008], [2.655876, -2.692352, -1.354261], [3.172352, -2.764953, -2.445864], [1.610811, -3.658485, -0.899110], [1.067620, -4.546036, -1.828554], [0.035620, -5.395862, -1.460559], [-0.451831, -5.380330, -0.155660], [0.121646, -4.533083, 0.786615], [1.149148, -3.676072, 0.416521], [2.123613, -0.635850, -0.008792], [0.809212, -0.802509, -0.344680], [2.509175, 0.455395, 0.774092], [3.865589, 0.600524, 1.087698], [1.585742, 1.510608, 1.267990], [0.532536, 1.889661, 0.596880], [-0.308327, 3.018322, 1.084710], [-0.572932, 4.074250, 0.007452], [0.654293, 5.828032, 0.046479], [2.462337, 4.911030, -0.498653], [3.656631, 5.532295, -0.143921], [4.867062, 4.949301, -0.501016], [4.896274, 3.743796, -1.192082], [3.705733, 3.116989, -1.535066], [2.493668, 3.707345, -1.194561], [1.946508, 2.050441, 2.605154], [2.332540, 3.371372, 2.809918], [2.707863, 3.788882, 4.078343], [2.683442, 2.897557, 5.143047], [2.299269, 1.577587, 4.937424], [1.952183, 1.147381, 3.666955], [6.927084, -0.630781, 0.263132], [6.515444, -0.378061, 1.956658], [6.557951, 0.992777, 0.853665], [5.125942, -2.050613, -0.557061], [1.452988, -4.537321, -2.841436], [-0.399818, -6.068453, -2.188366], [-1.271807, -6.029706, 0.130024], [-0.236730, -4.545807, 1.809099], [1.590177, -3.014166, 1.154835], [4.170887, 1.445327, 1.694171], [0.148973, 3.487088, 1.944187], [-1.256024, 2.601919, 1.418179], [-1.563033, 4.512240, 0.155388], [-0.556842, 3.659120, -0.999109], [3.652825, 6.465274, 0.409399], [5.793552, 5.437752, -0.227521], [5.843972, 3.297318, -1.463902], [3.715472, 2.170517, -2.066030], [1.559886, 3.219411, -1.452449], [2.373790, 4.066303, 1.980231], [3.021122, 4.813681, 4.230685], [2.974092, 3.227895, 6.132249], [2.286873, 0.877367, 5.762480], [1.677123, 0.111519, 3.499644], [-4.350503, -7.135187, 2.607620], [-4.884099, -6.292717, 1.555734], [-3.908128, -5.892182, 0.552926], [-6.183209, -6.654534, 1.041149], [-5.185182, -4.748549, 2.463782], [-6.093004, -4.700103, 3.457656], [-6.181577, -3.569026, 4.138709], [-5.368415, -2.456389, 3.901479], [-4.486853, -2.611243, 2.860899], [-4.405049, -3.717855, 2.137982], [-3.473319, -1.645892, 2.349865], [-3.585315, -0.261947, 2.265171], [-2.699100, 0.432162, 1.465408], [-1.716539, -0.154336, 0.754712], [-1.541211, -1.478040, 0.973864], [-2.375270, -2.234253, 1.740258], [-6.930726, -3.539980, 4.923788], [-5.417341, -1.566230, 4.516162], [-4.396381, 0.268189, 2.749188], [-2.831756, 1.492533, 1.338827], [-0.701198, -1.950212, 0.497014], [-2.243213, -3.306506, 1.790004], [2.721152, 1.246014, -4.970334], [1.651783, 2.357606, -4.111855], [1.019865, 1.714059, -2.915276], [-0.196409, 2.013094, -2.594865], [1.607294, 0.899944, -2.172812], [0.880829, 2.719664, -4.784539], [2.248377, 3.200226, -3.760902]],
  "atomic_forces_ev_per_a": [[-1.3, -0.5, -0.4], [0.0, 0.1, 0.0], [0.1, -0.1, 0.0], [0.0, 0.0, 0.1], [0.0, 0.1, 0.0], [0.1, 0.0, 0.1], [0.2, -0.3, -0.2], [-0.1, -0.1, 0.1], [0.0, 0.2, 0.0], [0.0, 0.0, 0.0], [0.0, 0.0, 0.0], [0.0, 0.0, 0.0], [0.0, 0.0, 0.0], [0.0, 0.0, 0.0], [0.0, 0.0, 0.0], [-0.1, 0.0, 0.0], [0.0, 0.0, 0.0], [0.0, 0.0, 0.0], [0.0, -0.1, 0.0], [-0.1, 0.0, 0.0], [0.0, 0.0, 0.1], [0.0, 0.1, 0.0], [0.0, 0.0, 0.0], [0.0, 0.0, 0.0], [0.0, 0.0, 0.0], [-0.1, 0.0, 0.0], [0.0, 0.0, 0.0], [0.1, 0.0, 0.0], [-0.1, -0.4, -0.2], [-0.1, 0.0, 0.2], [0.1, -0.1, -0.1], [0.2, 0.1, 0.0], [0.0, 0.0, -0.1], [0.0, 0.1, 0.0], [0.0, -0.1, 0.0], [0.1, 0.0, -0.1], [0.0, 0.0, 0.1], [-0.4, 0.0, 0.0], [0.6, 0.2, 0.2], [-0.1, 0.3, 0.2], [0.0, 0.1, 0.1], [0.1, -0.3, -0.1], [0.4, 0.5, 0.3], [0.1, -0.1, -0.2], [0.0, 0.0, 0.0], [0.0, 0.1, 0.0], [0.1, -0.1, 0.0], [0.1, -0.1, -0.1], [0.0, 0.0, 0.0], [0.0, 0.0, 0.0], [0.0, 0.0, 0.1], [0.0, 0.1, 0.1], [0.1, 0.1, -0.1], [0.1, 0.0, 0.0], [0.0, 0.0, 0.0], [0.0, 0.0, 0.0], [0.0, 0.0, 0.0], [-0.1, 0.0, 0.0], [0.0, 0.0, 0.0], [0.0, 0.0, 0.0], [0.0, 0.0, 0.0], [0.0, 0.0, 0.0], [0.0, 0.0, 0.0], [0.0, 0.0, 0.0], [-0.1, 0.0, 0.0], [0.0, 0.0, 0.0], [0.0, 0.0, 0.0], [0.0, 0.0, 0.0], [0.0, -0.1, 0.2], [-0.1, -0.1, 0.0], [0.0, -0.1, 0.0], [-0.1, 0.0, 0.0], [0.0, 0.0, 0.0], [0.0, 0.0, 0.0], [0.0, 0.0, 0.0], [0.1, 0.0, 0.1], [0.3, 0.3, 0.2], [0.0, 0.0, 0.0], [0.0, 0.0, 0.0], [0.0, 0.0, 0.0], [0.0, 0.0, 0.0], [0.0, 0.0, 0.0], [0.0, 0.1, -0.1], [-0.1, -0.3, 0.0], [0.1, 0.0, 0.0], [0.1, 0.1, 0.0], [0.0, 0.7, 0.4], [0.2, 0.0, -0.3], [0.0, -0.1, 0.0], [-0.1, 0.0, 0.1], [0.4, 0.3, -0.1], [-0.5, -0.9, 0.1], [-0.4, 0.0, 0.1], [0.0, 0.0, 0.1], [-0.1, -0.1, 0.0], [0.1, 0.1, 0.1], [0.2, 0.0, 0.0], [0.2, -0.1, -0.1], [0.0, 0.0, 0.0], [0.0, 0.0, 0.0], [0.0, 0.0, 0.0], [0.0, 0.1, 0.0], [0.0, 0.0, 0.0], [0.0, 0.1, 0.0], [0.0, -0.1, 0.0], [0.0, 0.0, -0.1], [-0.1, -0.1, 0.0], [0.4, 0.4, -0.4], [-0.2, 0.0, -0.1], [0.0, 0.0, 0.0], [-0.1, 0.0, 0.0]]
}

---

Q: Number 2 is which compound?
A: C46H48ClN6O7STeZr